(1)
This record from OMol25 describes the ion C4H11N2O with charge +2. The level of theory is wB97M-V/def2-TZVPD.

Geometry as XYZ:
```
18
Properties=species:S:1:pos:R:3:forces:R:3
N 2.693644 0.369633 0.090370 -1.4 1.2 1.0
C 1.284493 0.763485 -0.406779 1.4 0.4 -0.2
C 0.352935 -0.251597 0.207773 2.7 0.7 2.1
N -0.895282 -0.450853 -0.332247 -4.5 0.1 2.5
C -1.810841 0.675543 -0.479261 -0.6 2.3 -0.6
C -1.632537 -1.544916 0.313306 -0.4 -2.2 -1.8
O 0.640592 -0.696968 1.311808 -0.7 0.0 -2.1
H 2.465479 -0.044417 1.026381 0.7 -0.2 -0.6
H 3.292570 1.195149 0.284343 -0.2 -0.4 -0.4
H 3.166788 -0.275732 -0.534880 0.2 -0.3 0.0
H 1.292960 0.917411 -1.491091 -0.2 -0.3 0.2
H 1.037139 1.718855 0.076193 0.1 -0.1 -0.2
H -1.366597 1.665754 -0.336747 0.7 -0.3 -0.6
H -2.430020 0.720610 -1.416636 0.8 -0.6 0.4
H -2.586840 0.755612 0.318359 0.4 -1.2 -0.2
H -1.797267 -1.438862 1.398926 0.6 0.3 -0.1
H -2.673228 -1.621705 -0.101775 1.1 0.1 0.0
H -1.033992 -2.456996 0.071957 -0.7 0.3 0.6
```
Forces are in eV/Å.

Results
LUMO energy (alpha / beta) = -9.08 / -13.16 eV
Total charge = +2
Frontier orbital gap (alpha / beta) = 12.16 / 8.00 eV
2S+1 = 2
Energy above the lowest of the compared OMol25 structures with the same formula, charge and spin = 142.7 kJ/mol
E_HOMO (alpha / beta) = -0.780 / -0.778 hartree

Mulliken population analysis, charges in e, atoms 1 to 6: -0.276, -0.708, 0.588, 0.289, -0.777, -0.845

---

(2)
This record from OMol25 describes a structure of composition C27H45BrNO5PdSSi2. The level of theory is wB97M-V/def2-TZVPD.

Geometry as XYZ:
```
83
Properties=species:S:1:pos:R:3:forces:R:3
Pd -2.054291 -1.130622 -1.968546 -1.1 0.3 1.5
C -5.205479 2.005237 -1.734082 0.7 -0.2 0.1
Si -3.306618 1.830173 -1.616001 0.1 0.1 -0.4
C -2.553406 1.571906 -3.366654 -0.5 0.1 0.5
C -2.646739 3.469615 -0.865433 -0.3 -0.5 -0.4
N -2.806865 0.470656 -0.686265 0.1 0.2 -0.4
C -3.322014 -0.003156 0.425427 0.4 0.5 -0.1
C -3.674697 0.655049 1.577301 -0.3 -0.1 0.0
C -3.812628 0.044755 2.844499 0.0 -0.2 0.2
C -3.237818 -1.120520 3.261931 -0.3 0.1 0.3
C -2.361522 -1.908812 2.458533 0.1 -0.2 -0.7
C -2.434798 -1.924816 1.114678 0.2 -0.1 0.3
O -1.413829 -2.393433 0.293288 -0.1 -0.4 0.5
C -1.128881 -3.743099 0.318624 0.0 0.0 0.1
C 0.192089 -4.118831 0.104217 -0.3 0.2 0.0
C 0.526958 -5.459267 0.138802 0.1 -0.1 0.0
C -0.444327 -6.418892 0.369041 0.1 -0.2 0.0
C -1.763950 -6.036906 0.548637 0.1 0.1 0.1
C -2.112589 -4.699498 0.538215 0.0 0.2 -0.1
H -5.506419 2.779287 -2.433377 0.1 0.3 -0.2
H -5.634350 2.244618 -0.766038 -0.1 0.1 0.3
H -5.632701 1.061693 -2.055991 0.0 -0.1 -0.1
H -3.016233 2.224480 -4.100032 -0.2 0.3 -0.1
H -2.719864 0.534813 -3.703067 0.0 0.4 0.1
H -1.483505 1.773090 -3.379062 0.1 -0.1 0.0
H -2.752502 4.275019 -1.582836 -0.1 0.3 -0.2
H -1.601304 3.407166 -0.594401 0.3 -0.1 0.1
H -3.203839 3.750452 0.021909 -0.2 0.0 0.2
H -3.807453 1.724224 1.510787 0.1 0.2 0.0
H -4.338321 0.629038 3.591539 0.0 0.0 0.1
H -3.340287 -1.409169 4.298818 -0.1 0.0 0.1
H -1.571359 -2.477150 2.932848 0.1 0.0 0.0
H 0.927850 -3.354244 -0.094958 0.1 0.1 0.0
H 1.556552 -5.751051 -0.011175 0.1 -0.1 0.0
H -0.173092 -7.464153 0.397534 0.0 -0.1 0.0
H -2.530294 -6.783511 0.700418 -0.1 0.0 0.0
H -3.139632 -4.383844 0.635655 -0.1 0.0 0.0
C 2.968787 1.358006 2.820846 0.3 -0.1 -0.6
C 1.788540 1.051509 1.891323 -0.6 -0.3 -0.2
C 0.740671 2.151694 2.073439 0.1 0.1 -0.3
C 1.111548 -0.248682 2.338263 0.1 -0.1 -0.3
Si 2.335783 0.901633 0.006028 0.8 0.6 0.1
Br 0.192704 -0.480896 -2.419693 2.6 0.8 0.6
C 3.865952 -0.292964 -0.294089 -0.4 -0.3 -0.2
C 3.850916 -0.829866 -1.727768 -0.2 0.2 0.0
C 3.783289 -1.516236 0.620969 -0.2 0.2 0.1
C 5.206113 0.409818 -0.050077 -0.4 0.4 0.1
C 2.467829 2.615794 -0.928297 -0.3 -0.2 -0.3
C 3.024370 2.403653 -2.336072 0.1 -0.3 0.2
C 1.073371 3.217076 -1.114509 -0.1 -0.2 0.2
C 3.353787 3.625648 -0.188992 0.0 -0.5 0.4
H 2.624382 1.449941 3.852526 -0.2 0.0 0.0
H 3.452002 2.291072 2.539602 0.1 0.2 0.1
H 3.713710 0.567687 2.785886 0.2 -0.1 0.1
H 0.380298 2.153806 3.103663 0.0 -0.1 0.1
H -0.111024 1.974293 1.422659 -0.3 0.1 0.0
H 1.149325 3.137473 1.868558 0.0 0.2 0.0
H 0.701855 -0.133758 3.342904 0.0 0.1 0.1
H 1.801956 -1.084139 2.352778 0.1 -0.2 0.0
H 0.292352 -0.492515 1.667399 -0.3 -0.2 0.0
H 2.886950 -1.267797 -1.958746 -0.1 -0.2 -0.1
H 4.625425 -1.587857 -1.850153 0.1 -0.1 0.1
H 4.030932 -0.048458 -2.453991 0.1 0.1 -0.2
H 2.831288 -2.018604 0.480863 -0.1 -0.2 0.1
H 3.892526 -1.252085 1.669312 0.0 0.0 0.1
H 4.578044 -2.221964 0.373960 0.1 0.0 -0.1
H 5.339795 1.235015 -0.744332 0.1 0.1 -0.1
H 6.028951 -0.291177 -0.202236 0.0 -0.1 0.0
H 5.273313 0.799844 0.963312 0.1 0.1 0.1
H 2.428934 1.656559 -2.851860 0.0 -0.1 -0.3
H 4.062379 2.085767 -2.316433 0.2 -0.1 -0.1
H 2.978249 3.337599 -2.897456 -0.1 0.1 0.0
H 0.423856 2.488469 -1.588509 -0.3 0.0 -0.1
H 1.126168 4.099811 -1.752883 0.1 0.1 -0.1
H 0.634966 3.518767 -0.170500 -0.1 0.0 0.1
H 4.361818 3.240320 -0.053951 0.2 0.1 0.0
H 2.947236 3.862820 0.791438 0.0 0.1 0.1
H 3.417830 4.554611 -0.758389 -0.1 0.0 -0.1
O -4.269220 -3.328382 -1.094605 -0.1 -0.1 0.3
S -3.980729 -2.096121 -1.790899 0.3 -0.1 -2.0
O -3.337123 -2.361235 -3.117497 -0.4 -1.2 -1.5
O -3.503087 -1.411110 0.433666 0.6 0.5 1.6
O -5.018858 -1.095134 -1.862243 -0.8 -0.2 0.4
```
Forces are in eV/Å.

Results
LUMO energy (alpha / beta) = 0.37 / 0.23 eV
Total charge = -1
Frontier orbital gap (alpha / beta) = 3.87 / 3.70 eV
E_HOMO (alpha / beta) = -0.129 / -0.128 hartree

Mulliken population analysis, charges in e, atoms 1 to 6: -0.538, -1.138, -0.084, -0.979, -0.794, 1.037

---

(3)
This record from OMol25 describes the molecule C5H7NO2. The level of theory is wB97M-V/def2-TZVPD.

Geometry as XYZ:
```
15
Properties=species:S:1:pos:R:3:forces:R:3
O 1.583958 1.777704 -0.263557 0.7 1.1 -0.3
C 0.659201 1.367261 0.369233 0.5 -1.2 -0.3
C 0.088084 0.030906 0.034810 -0.9 -0.6 -0.3
C 0.704027 -0.653645 -1.119413 2.2 0.4 -0.8
O 0.077171 -1.199358 -1.981483 -0.2 -0.3 -0.2
C -0.013453 -0.829008 1.323996 -2.5 0.6 -0.9
N -1.385790 -0.284759 1.421503 -2.8 -1.3 1.9
C -1.452199 -0.003485 0.032421 -0.3 0.4 -1.8
H 0.283813 1.838882 1.271675 -0.4 0.5 0.4
H 1.848929 -0.592756 -1.183623 -1.1 -0.2 0.2
H 0.522763 -0.563666 2.166801 1.6 0.4 1.5
H -0.056089 -1.878074 1.177169 0.5 -1.1 -0.5
H -2.181141 -0.948715 1.643164 1.6 0.9 0.4
H -2.050499 0.847398 -0.315305 0.4 0.5 0.4
H -1.870249 -0.808707 -0.596358 0.6 -0.2 0.2
```
Forces are in eV/Å.

Results
LUMO energy = 0.78 eV
Frontier orbital gap = 10.34 eV
Structure (SMILES) = O=CC1(C=O)CNC1
Energy above the lowest of the compared OMol25 structures with the same formula, charge and spin = 237.7 kJ/mol
E_HOMO = -0.351 hartree

Mulliken population analysis, charges in e, atoms 1 to 6: -0.482, -0.291, 1.438, -0.345, -0.463, -0.862

---

(4)
This record from OMol25 describes the ion C13H11N2 with charge +1. The level of theory is wB97M-V/def2-TZVPD.

Geometry as XYZ:
```
26
Properties=species:S:1:pos:R:3:forces:R:3
C -2.859959 -1.283180 -1.601715 2.3 1.4 0.9
C -3.264064 -0.581904 -0.477586 -4.2 -3.1 -2.7
N -2.199452 -0.011636 0.113503 0.5 1.0 0.5
C -2.041686 0.887068 1.042694 4.8 -1.6 -4.0
C -0.634313 1.420001 0.973886 -2.1 1.5 0.2
C 0.054430 0.529652 -0.081976 0.7 -1.1 0.3
C 0.718670 1.434845 -1.043579 3.1 0.5 -0.8
C 2.070383 1.290383 -1.012453 -0.1 -1.5 0.1
N 2.358421 0.139921 -0.216710 -1.6 0.2 -0.2
C 3.399920 -0.608623 0.205743 -1.9 -0.1 1.8
C 2.946604 -1.424872 1.192181 -0.8 -1.0 0.5
C 1.544287 -1.309433 1.312412 -0.1 2.6 -2.5
C 1.188313 -0.341219 0.397177 1.7 0.9 -0.1
C -1.043896 -0.288544 -0.697023 0.2 1.0 0.8
C -1.397508 -1.029573 -1.751426 -0.9 1.1 2.5
H -3.243246 -1.886452 -2.398712 -1.4 0.0 0.3
H -4.338904 -0.534184 -0.186163 1.4 0.2 0.3
H -2.800067 1.262487 1.537235 -3.8 1.6 2.7
H -0.747449 2.485654 0.505133 -0.1 -1.6 0.8
H -0.290512 1.646798 1.998279 0.7 -0.6 -0.6
H 0.218975 2.087988 -1.704733 -0.6 0.8 -0.3
H 2.963456 1.760426 -1.465618 -1.2 0.0 0.0
H 4.374911 -0.556497 -0.034001 3.0 0.8 -1.3
H 3.495465 -2.087213 1.804116 0.8 -0.6 0.2
H 0.756088 -1.661619 1.860371 -1.0 -1.7 1.9
H -0.686787 -1.265704 -2.470627 0.6 -0.8 -1.5
```
Forces are in eV/Å.

Results
LUMO energy = -5.58 eV
Total charge = +1
Frontier orbital gap = 5.79 eV
Structure (SMILES) = C1=C[N+]2=CC[C@]3(C=Cn4cccc43)C2=C1
Energy above the lowest of the compared OMol25 structures with the same formula, charge and spin = 521.8 kJ/mol
E_HOMO = -0.418 hartree

Mulliken population analysis, charges in e, atoms 1 to 6: -0.604, -0.477, 0.248, -0.212, -1.102, 2.965

---

(5)
This record from OMol25 describes a cluster of 2 separate species, C7H14N5 in total. The level of theory is wB97M-V/def2-TZVPD.

Geometry as XYZ:
```
26
Properties=species:S:1:pos:R:3:forces:R:3
C -3.641123 0.459995 0.352537 -3.5 1.9 1.3
C -3.251319 -0.592795 -0.413563 -0.1 -0.6 -3.1
C 0.676453 -0.140188 -0.246144 -2.4 0.1 -0.8
C 0.173887 1.677851 -1.551822 -1.3 2.0 2.5
C 1.322103 1.975987 0.637977 1.8 -2.1 2.8
C 2.708212 -1.166280 0.408454 0.7 -0.5 -0.8
C 0.463927 -2.421669 0.233880 0.2 -1.2 -1.7
N -2.651239 0.670848 1.253238 0.8 2.1 1.6
N -1.655391 -0.049357 0.960099 0.4 0.9 2.1
N -2.024142 -0.874778 -0.001057 -0.4 -2.5 -3.0
N 0.766671 1.108455 -0.356367 0.3 1.1 -1.0
N 1.213191 -1.170501 0.173796 2.6 -1.5 1.2
H -4.627340 1.067685 0.499273 2.0 -1.5 -0.6
H -3.724480 -0.972831 -1.366477 0.7 0.0 1.7
H -0.688317 2.237402 -1.212669 -0.2 0.7 0.4
H 0.781082 2.357651 -2.059152 1.4 0.7 -0.9
H -0.323476 1.001059 -2.119216 -0.5 -2.6 -2.0
H 0.669024 2.551967 1.262944 -1.1 0.0 -0.1
H 1.883840 1.269693 1.379625 -0.9 1.6 -1.2
H 2.016429 2.638915 0.210246 1.0 0.8 -0.7
H 2.945538 -1.979545 1.164399 -0.3 1.2 -0.9
H 3.024904 -0.127849 0.754637 -0.3 -1.7 -0.5
H 3.182934 -1.435041 -0.623583 -0.6 0.5 2.0
H 0.467547 -2.839472 1.227355 0.5 -0.3 0.2
H 0.838535 -3.146971 -0.604401 -0.5 1.3 1.8
H -0.547458 -2.100227 0.036003 -0.2 -0.6 -0.3
```
Forces are in eV/Å.

Results
LUMO energy (alpha / beta) = -4.61 / -6.87 eV
Total charge = +1
Frontier orbital gap (alpha / beta) = 9.11 / 5.19 eV
Energy above the lowest of the compared OMol25 structures with the same formula, charge and spin = 623.1 kJ/mol
E_HOMO (alpha / beta) = -0.504 / -0.443 hartree

Mulliken population analysis, charges in e, atoms 1 to 6: -0.025, -0.388, 0.450, -1.099, -0.822, -0.814

---

(6)
This record from OMol25 describes the molecule C18H18ClNO4. The level of theory is wB97M-V/def2-TZVPD.

Geometry as XYZ:
```
42
Properties=species:S:1:pos:R:3:forces:R:3
C -6.588460 -2.090754 1.494398 0.3 0.1 -0.2
C -5.193558 -2.423698 0.988655 -0.1 -0.1 0.5
O -4.887051 -1.701577 -0.211654 -0.1 -0.1 -0.4
C -4.448519 -0.449957 -0.068466 0.1 0.2 -0.1
O -4.244413 0.097042 0.977724 -0.1 0.0 0.0
C -4.241154 0.187012 -1.443136 0.0 -0.1 0.1
O -3.529096 1.391423 -1.380745 0.0 0.1 0.1
C -2.238135 1.374711 -0.949970 0.3 0.1 0.0
C -1.506444 0.229015 -0.654628 -0.4 0.0 -0.1
C -0.185138 0.333068 -0.257560 0.2 0.2 0.0
C 0.432872 1.573450 -0.147030 -0.3 0.0 0.0
C 1.844496 1.760664 0.293951 -0.1 -0.1 -0.1
O 2.208280 2.764056 0.870988 0.0 0.1 0.0
N 2.663027 0.715248 -0.041864 -0.1 -0.4 -0.2
C 4.021097 0.535141 0.220602 0.5 0.1 0.2
C 4.741570 1.440291 0.993689 -0.1 0.2 0.1
C 6.083137 1.226240 1.242396 0.0 -0.2 -0.1
C 6.720909 0.113092 0.729140 0.1 0.0 0.0
C 5.996918 -0.784283 -0.039679 -0.1 0.3 0.2
Cl 6.847016 -2.166380 -0.658045 0.2 -0.2 -0.1
C 4.647165 -0.605011 -0.315909 0.0 0.0 0.0
C 3.874876 -1.584319 -1.153301 0.1 0.1 0.1
C -0.316426 2.718788 -0.419173 0.1 -0.1 0.0
C -1.627000 2.624356 -0.823881 -0.2 -0.2 0.0
H -6.812177 -2.698535 2.366134 -0.1 -0.1 0.1
H -7.327322 -2.290830 0.722265 -0.1 0.0 0.0
H -6.642493 -1.041622 1.774391 0.0 0.1 0.1
H -5.113563 -3.475934 0.709713 0.0 0.1 0.0
H -4.444647 -2.177680 1.748161 -0.1 -0.1 -0.2
H -3.774305 -0.541741 -2.118627 -0.1 0.1 0.1
H -5.224931 0.449337 -1.844585 0.1 -0.1 0.0
H -1.955304 -0.750719 -0.714234 0.0 -0.1 0.0
H 0.340753 -0.575250 0.002549 0.0 -0.1 0.0
H 2.239103 -0.017351 -0.590129 0.0 0.2 0.1
H 4.240579 2.306805 1.389961 0.0 0.0 0.0
H 6.635796 1.932308 1.842106 0.0 0.1 0.1
H 7.767581 -0.064689 0.917823 0.1 0.0 0.0
H 3.443481 -1.094702 -2.027364 -0.1 0.0 -0.1
H 4.530208 -2.376050 -1.503067 -0.1 0.0 0.0
H 3.074124 -2.045673 -0.573378 -0.1 -0.1 0.0
H 0.158278 3.681212 -0.305252 0.0 0.1 0.0
H -2.211132 3.503478 -1.042957 -0.1 0.1 0.0
```
Forces are in eV/Å.

Results
LUMO energy = 0.53 eV
Frontier orbital gap = 8.99 eV
Structure (SMILES) = CCOC(=O)COc1ccc(C(=O)Nc2cccc(Cl)c2C)cc1
Energy above the lowest of the compared OMol25 structures with the same formula, charge and spin = 0.0 kJ/mol
E_HOMO = -0.311 hartree

Mulliken population analysis, charges in e, atoms 1 to 6: -1.107, -0.228, -0.343, 0.643, -0.546, -0.537

---

Number 1: E_tot -9333.45232 eV. Number 2: E_tot -140569.65600 eV. Number 3: E_tot -10881.15427 eV. Number 4: E_tot -16629.17618 eV. Number 5: E_tot -14922.80073 eV. Number 6: E_tot -41161.56730 eV.